(1)
87
Properties=species:S:1:pos:R:3:lowdin_spin:R:1 method="wB97M-V/def2-TZVPD" charge=-2 homo_lumo_gap_ev="3.33 / 5.96" spin_multiplicity=8 homo_energy_ev="0.85 / -1.78"
Eu -0.4125 0.1771 0.7760 6.8920
O 4.8664 -1.3376 1.0926 0.0007
C 4.5090 -1.8741 -0.0807 0.0012
C 5.5224 -2.3232 -0.9303 0.0000
C 5.2211 -2.9312 -2.1342 0.0019
C 3.8968 -3.1010 -2.5215 -0.0001
C 2.8864 -2.6322 -1.7009 0.0015
C 3.1644 -2.0123 -0.4858 0.0000
C 2.0167 -1.4679 0.2981 0.0091
O 0.8730 -1.3908 -0.2561 -0.0094
N 2.3082 -1.1154 1.5385 0.0028
N 1.2659 -0.5302 2.2533 0.0014
C 1.3494 -0.6165 3.5274 0.0513
C 0.3810 -0.1006 4.4653 0.0061
C 0.6641 -0.2688 5.8295 0.0113
C -0.1856 0.1716 6.8182 0.0000
C -1.3669 0.8232 6.4452 0.0151
C -1.6803 1.0024 5.1203 -0.0013
C -0.8482 0.5261 4.0680 0.0129
O -1.2104 0.6900 2.8513 -0.0027
H 4.0027 -1.1488 1.5751 -0.0001
H 6.5481 -2.1856 -0.6098 -0.0001
H 6.0265 -3.2668 -2.7774 0.0002
H 3.6616 -3.5802 -3.4639 -0.0001
H 1.8464 -2.7253 -1.9881 0.0000
H 2.2157 -1.1250 3.9575 0.0034
H 1.5929 -0.7620 6.1002 0.0003
H 0.0519 0.0188 7.8640 -0.0004
H -2.0449 1.1881 7.2091 0.0014
H -2.5921 1.5104 4.8297 -0.0005
C -0.1372 -6.6095 -3.0280 0.0000
C -0.6715 -5.4576 -2.2170 0.0001
C -1.8673 -4.8335 -2.5545 0.0000
C -2.3777 -3.8054 -1.7749 0.0001
C -1.6924 -3.3917 -0.6446 0.0004
C -0.4969 -4.0025 -0.2948 0.0002
C 0.0115 -5.0210 -1.0845 0.0000
S -2.3719 -2.1148 0.4241 0.0009
O -3.7016 -2.5600 0.7677 0.0005
O -1.4165 -2.0034 1.5221 0.0009
N -2.3084 -0.6988 -0.2990 -0.0087
C -3.3168 -0.1618 -1.0992 0.0002
C -4.3640 -0.8742 -1.6981 0.0017
C -5.2322 -0.2602 -2.5915 0.0000
C -5.1025 1.0804 -2.9021 0.0025
C -4.1339 1.8629 -2.2422 0.0000
C -4.0093 3.2648 -2.4436 0.0032
C -3.0986 3.9860 -1.6775 -0.0002
C -2.3258 3.3137 -0.7471 0.0030
N -2.3666 1.9828 -0.5506 -0.0016
C -3.2528 1.2516 -1.2992 0.0010
H -0.6986 -6.7369 -3.9536 0.0000
H -0.2126 -7.5372 -2.4554 0.0000
H 0.9152 -6.4581 -3.2755 0.0000
H -2.4106 -5.1498 -3.4381 0.0000
H -3.3011 -3.3167 -2.0537 0.0000
H 0.0250 -3.6718 0.5913 0.0001
H 0.9607 -5.4799 -0.8280 0.0000
H -4.5154 -1.9100 -1.4338 0.0001
H -6.0132 -0.8570 -3.0545 -0.0001
H -5.7570 1.5540 -3.6270 0.0002
H -4.6549 3.7577 -3.1642 0.0002
H -2.9838 5.0582 -1.7887 -0.0001
H -1.6356 3.8859 -0.1316 0.0002
N 0.1128 2.8123 1.9149 0.0015
C 1.1770 3.6539 1.5885 0.0010
C 1.8311 4.3223 2.6253 0.0001
C 2.9279 5.1318 2.3867 0.0002
C 3.3918 5.2703 1.0891 0.0001
C 2.7473 4.6018 0.0578 0.0002
C 1.6235 3.7965 0.2629 0.0004
C 0.9850 3.1427 -0.9189 0.0001
C 0.9098 3.9398 -2.0701 -0.0004
C 0.5008 3.4170 -3.2800 0.0017
C 0.1905 2.0672 -3.3424 0.0002
C 0.1981 1.3033 -2.1859 0.0020
C 0.5525 1.7912 -0.9052 -0.0109
H -0.2000 2.9064 2.8668 0.0002
H -0.6621 2.8045 1.2625 0.0002
H 1.4655 4.1852 3.6385 0.0000
H 3.4134 5.6475 3.2070 0.0000
H 4.2551 5.8905 0.8750 0.0000
H 3.1464 4.6923 -0.9439 0.0000
H 1.1563 4.9952 -2.0078 -0.0002
H 0.4322 4.0518 -4.1566 0.0002
H -0.0858 1.6230 -4.2936 -0.0001
H -0.0848 0.2550 -2.2938 0.0008

---

(2)
84
Properties=species:S:1:pos:R:3:lowdin_spin:R:1 method="wB97M-V/def2-TZVPD" charge=+1 homo_lumo_gap_ev="8.24 / 5.63" spin_multiplicity=3 homo_energy_ev="-10.96 / -10.93"
Au -0.4874 1.0053 1.4816 0.4465
C 0.9203 -4.5898 -1.4747 -0.0001
C -0.5247 -4.5699 -0.9506 -0.0001
C -1.3607 -3.6405 -1.8391 0.0000
C -1.1145 -5.9802 -1.0487 0.0000
C -0.4885 -4.0708 0.4934 -0.0007
C -0.3441 -4.9687 1.5670 0.0004
C -0.2335 -4.5467 2.8769 0.0012
C -0.2594 -3.1811 3.1292 0.0067
S -0.1276 -2.3300 4.6408 0.0039
C -0.2602 -0.8352 3.8007 0.0059
N -0.3982 -0.9555 2.5076 0.1625
C -0.4030 -2.2712 2.0810 0.0129
C -0.5273 -2.7135 0.7685 0.0004
C -0.2104 0.4959 4.3838 0.0199
C -0.0793 0.7561 5.7442 0.0037
C -0.0243 2.0707 6.1792 -0.0048
C -0.0954 3.1111 5.2634 0.0102
C -0.2239 2.8504 3.9001 0.0434
C -0.2886 1.5422 3.4587 0.1879
H 0.9397 -4.9262 -2.5140 0.0000
H 1.5424 -5.2658 -0.8849 0.0000
H 1.3621 -3.5920 -1.4303 0.0000
H -1.4504 -4.0728 -2.8373 0.0000
H -0.8963 -2.6590 -1.9589 0.0000
H -2.3656 -3.4983 -1.4350 0.0000
H -1.1989 -6.2637 -2.0987 0.0000
H -2.1105 -6.0285 -0.6043 0.0000
H -0.4840 -6.7280 -0.5671 0.0000
H -0.3192 -6.0313 1.3729 0.0000
H -0.1258 -5.2628 3.6807 0.0004
H -0.6571 -1.9864 -0.0198 -0.0003
H -0.0197 -0.0558 6.4599 0.0011
H 0.0759 2.2853 7.2347 -0.0001
H -0.0515 4.1357 5.6106 0.0014
H -0.2720 3.6760 3.1987 0.0095
Cl 0.8514 3.3885 -0.3107 0.0410
C -0.6396 3.6451 -1.1738 0.0051
C -0.9355 4.9242 -1.6100 0.0004
C -2.1234 5.1481 -2.2877 0.0024
C -3.0042 4.1032 -2.5199 0.0000
C -2.6957 2.8249 -2.0833 0.0028
C -1.5024 2.5708 -1.4086 0.0102
P -1.0562 0.9050 -0.8337 0.0204
C 0.2441 0.3630 -1.9690 -0.0016
C 0.2249 0.7276 -3.3158 -0.0005
C 1.2176 0.2748 -4.1695 0.0000
C 2.2367 -0.5353 -3.6838 -0.0001
C 2.2704 -0.8846 -2.3422 -0.0004
C 1.2787 -0.4327 -1.4835 -0.0009
C -2.5152 -0.1113 -1.1590 -0.0010
C -2.7754 -0.6581 -2.4144 -0.0006
C -3.9285 -1.3988 -2.6226 -0.0001
C -4.8233 -1.6014 -1.5806 -0.0002
C -4.5656 -1.0656 -0.3264 0.0002
C -3.4135 -0.3239 -0.1143 0.0011
H -0.2415 5.7302 -1.4152 0.0001
H -2.3596 6.1467 -2.6301 0.0001
H -3.9351 4.2809 -3.0411 0.0000
H -3.3901 2.0148 -2.2630 0.0001
H -0.5572 1.3747 -3.6957 0.0000
H 1.1998 0.5584 -5.2135 0.0000
H 3.0124 -0.8849 -4.3528 0.0000
H 3.0744 -1.4991 -1.9585 -0.0003
H 1.3177 -0.6885 -0.4310 -0.0007
H -2.0753 -0.5180 -3.2292 0.0000
H -4.1243 -1.8239 -3.5983 0.0000
H -5.7208 -2.1831 -1.7450 0.0000
H -5.2587 -1.2281 0.4883 0.0000
H -3.2111 0.0871 0.8686 0.0022
Br 5.7662 6.6967 0.3232 0.0017
C 5.0386 4.9624 0.5074 0.0042
C 4.1799 4.6958 1.5663 0.0019
C 3.6433 3.4285 1.6915 0.0065
C 3.9757 2.4418 0.7664 0.0168
C 4.8348 2.7156 -0.2884 0.0091
C 5.3700 3.9861 -0.4196 -0.0006
C 3.3565 1.1238 0.9144 0.0321
O 3.9984 0.1017 0.3953 0.7924
O 2.3116 0.8728 1.4781 0.1411
H 3.9387 5.4719 2.2783 0.0000
H 2.9635 3.1939 2.5016 0.0008
H 5.0728 1.9541 -1.0204 0.0023
H 6.0357 4.2191 -1.2385 -0.0001

---

(3)
84
Properties=species:S:1:pos:R:3:lowdin_spin:R:1 method="wB97M-V/def2-TZVPD" charge=-1 homo_lumo_gap_ev="6.23 / 5.93" spin_multiplicity=3 homo_energy_ev="-3.93 / -4.01"
Au 1.9953 -3.0934 1.0345 0.3773
S 2.0949 -2.4789 3.4206 0.3089
C 3.7675 -1.9413 3.5225 0.0274
C 4.1803 -1.3178 4.7062 0.0135
C 5.4815 -0.8843 4.8824 0.0021
C 6.4080 -1.0689 3.8611 -0.0003
C 6.0132 -1.6830 2.6870 0.0015
C 4.6991 -2.1235 2.4913 0.0040
S 4.3126 -2.9038 0.9606 0.0643
H 3.4476 -1.1835 5.4938 0.0058
H 5.7718 -0.4050 5.8097 0.0002
H 7.4300 -0.7284 3.9765 0.0000
H 6.7249 -1.8378 1.8844 0.0010
O -0.6967 -0.6711 -1.5089 0.0031
S 0.6489 -1.3360 -1.5828 0.0229
C 1.5222 -0.3757 -2.8526 0.0039
C 0.8074 0.1365 -3.9248 0.0008
C 1.4520 0.9463 -4.8470 0.0002
C 2.8017 1.2441 -4.6867 0.0001
C 3.5058 0.7294 -3.6074 0.0000
C 2.8645 -0.0829 -2.6802 0.0004
C 0.4036 -2.7490 -2.6693 0.0008
C 1.4883 -3.5752 -2.9268 0.0050
C 1.3157 -4.6809 -3.7417 0.0007
C 0.0634 -4.9620 -4.2796 0.0001
C -1.0138 -4.1332 -4.0027 0.0008
C -0.8459 -3.0167 -3.1922 0.0001
H -0.2486 -0.0888 -4.0169 0.0001
H 0.9036 1.3436 -5.6923 0.0000
H 3.3035 1.8788 -5.4067 0.0000
H 4.5519 0.9731 -3.4741 0.0000
H 3.3946 -0.4692 -1.8174 0.0001
H 2.4535 -3.3574 -2.4819 0.0054
H 2.1544 -5.3324 -3.9513 0.0000
H -0.0718 -5.8341 -4.9070 0.0000
H -1.9912 -4.3613 -4.4100 0.0000
H -1.6711 -2.3571 -2.9507 0.0001
N 0.0850 -3.3220 0.5261 0.7134
C -1.0333 -3.0097 1.1907 0.0538
C -2.2781 -3.5164 0.7250 0.1233
C -3.4528 -3.2604 1.4003 -0.0079
C -3.4502 -2.4790 2.5564 0.1404
C -2.2488 -1.9369 3.0143 -0.0071
C -1.0657 -2.1802 2.3467 0.1216
H -2.2635 -4.1391 -0.1611 0.0053
H -4.3867 -3.6671 1.0294 -0.0039
H -4.3728 -2.2904 3.0920 0.0096
H -2.2383 -1.3170 3.9046 -0.0032
H -0.1314 -1.7587 2.6999 0.0032
S 1.3662 0.7379 0.8917 -0.0001
Sb -0.6750 1.6149 0.4906 0.0000
C -0.2791 3.6028 -0.1813 -0.0001
C -0.7409 4.7349 0.4805 0.0000
C -0.4313 6.0013 -0.0014 0.0000
C 0.3438 6.1429 -1.1431 0.0000
C 0.8221 5.0162 -1.7993 0.0000
C 0.5151 3.7520 -1.3179 0.0000
C -2.4222 1.2985 -0.6772 0.0001
C -2.4942 1.8224 -1.9623 0.0000
C -3.6238 1.5927 -2.7334 0.0001
C -4.6793 0.8484 -2.2213 0.0000
C -4.6056 0.3349 -0.9355 0.0000
C -3.4727 0.5548 -0.1621 0.0004
C -1.5502 1.9340 2.4004 -0.0001
C -2.7805 2.5723 2.5448 -0.0001
C -3.2611 2.8752 3.8116 0.0001
C -2.5141 2.5396 4.9334 0.0000
C -1.2996 1.8826 4.7914 0.0001
C -0.8147 1.5787 3.5257 0.0001
H -1.3351 4.6349 1.3813 0.0000
H -0.7968 6.8796 0.5166 0.0000
H 0.5805 7.1308 -1.5185 0.0000
H 1.4412 5.1199 -2.6819 0.0000
H 0.9160 2.8748 -1.8185 0.0000
H -1.6752 2.4047 -2.3660 0.0000
H -3.6762 1.9877 -3.7406 0.0000
H -5.5556 0.6630 -2.8301 0.0000
H -5.4220 -0.2506 -0.5315 0.0000
H -3.4048 0.1225 0.8264 0.0006
H -3.3677 2.8286 1.6694 0.0000
H -4.2185 3.3695 3.9225 0.0000
H -2.8793 2.7926 5.9212 0.0000
H -0.7250 1.6054 5.6661 0.0000
H 0.1295 1.0572 3.4040 0.0001

---

(4)
85
Properties=species:S:1:pos:R:3:lowdin_charge:R:1 method="wB97M-V/def2-TZVPD" homo_lumo_gap_ev=6.59 spin_multiplicity=1 homo_energy_ev=-7.44
Au -0.5726 -0.5549 1.0960 0.8050
C -0.9374 0.6217 4.0206 -0.2243
P 0.4546 -0.2186 3.1621 0.9319
C 1.9058 0.8354 3.2402 -0.3485
C 2.2985 1.5079 2.0877 -0.0949
C 3.3797 2.3748 2.1305 -0.0659
C 4.0686 2.5616 3.3189 -0.0671
C 3.6788 1.8893 4.4710 -0.0708
C 2.5969 1.0273 4.4372 -0.0895
C 0.8114 -1.7789 3.9906 -0.3804
C -0.2534 -2.6276 4.2954 -0.0916
C -0.0102 -3.8922 4.8001 -0.0676
C 1.2955 -4.3264 4.9865 -0.0677
C 2.3570 -3.4955 4.6649 -0.0658
C 2.1182 -2.2275 4.1591 -0.0984
C -1.4615 1.5811 2.9995 -0.4079
C -1.6751 2.9410 3.0165 -0.0581
C -1.9498 3.3221 1.6810 -0.0611
C -1.8766 2.1821 0.9045 -0.3983
C -1.8738 2.0078 -0.5791 -0.2668
P -0.1353 1.5360 -1.0718 1.0494
C 0.5656 3.1313 -1.6271 -0.3630
C 0.5236 3.5818 -2.9449 -0.0821
C 1.0146 4.8357 -3.2729 -0.0822
C 1.5429 5.6594 -2.2885 -0.0911
C 1.5869 5.2211 -0.9736 -0.0872
C 1.1069 3.9620 -0.6476 -0.1094
C -0.2981 0.5990 -2.6304 -0.3904
C 0.8936 0.1744 -3.2211 -0.1176
C 0.8858 -0.6256 -4.3507 -0.0873
C -0.3227 -1.0392 -4.8975 -0.0851
C -1.5126 -0.6253 -4.3203 -0.0715
C -1.5014 0.1953 -3.2002 -0.0937
N -1.6192 1.1100 1.7175 -0.1034
H -1.6690 -0.1445 4.2894 0.0811
H -0.5915 1.1145 4.9299 0.1012
H 1.7577 1.3452 1.1608 0.0436
H 3.6817 2.9008 1.2343 0.1077
H 4.9159 3.2336 3.3518 0.1077
H 4.2203 2.0376 5.3957 0.1076
H 2.2892 0.5084 5.3374 0.1142
H -1.2758 -2.3152 4.1205 0.1017
H -0.8400 -4.5446 5.0353 0.1092
H 1.4838 -5.3205 5.3691 0.1077
H 3.3745 -3.8379 4.7940 0.1091
H 2.9520 -1.5940 3.8863 0.1050
H -1.6402 3.5799 3.8830 0.0954
H -2.1689 4.3137 1.3205 0.0985
H -2.5259 1.1745 -0.8406 0.0450
H -2.2014 2.9064 -1.1014 0.0983
H 0.1119 2.9459 -3.7188 0.1035
H 0.9798 5.1730 -4.3005 0.1031
H 1.9177 6.6413 -2.5468 0.1010
H 1.9969 5.8587 -0.2009 0.1019
H 1.1360 3.6268 0.3838 0.0841
H 1.8395 0.4724 -2.7825 0.0900
H 1.8205 -0.9430 -4.7955 0.1048
H -0.3341 -1.6918 -5.7604 0.1045
H -2.4591 -0.9481 -4.7351 0.1076
H -2.4444 0.4987 -2.7692 0.0918
C -1.9693 -1.1866 -0.2108 -0.2243
C -2.8969 -1.5690 -0.8863 -0.1561
C -3.9435 -2.0363 -1.7457 -0.2558
C -3.7122 -3.0875 -2.6365 -0.0394
C -4.7257 -3.5296 -3.4691 -0.0760
C -5.9778 -2.9320 -3.4258 -0.0917
C -6.2140 -1.8865 -2.5450 -0.0876
C -5.2048 -1.4392 -1.7097 -0.0395
H -2.7376 -3.5485 -2.6826 0.0656
H -4.5344 -4.3456 -4.1536 0.1056
H -6.7668 -3.2779 -4.0807 0.0997
H -7.1898 -1.4202 -2.5060 0.1008
H -5.3817 -0.6250 -1.0189 0.1137
C 3.9753 -0.6110 -1.0761 -0.3987
S 4.0778 -2.4185 -1.0419 0.8112
C 2.4640 -2.8890 -1.5601 -1.0174
C 1.2915 -2.6687 -0.9252 -1.0430
S 1.2716 -1.9320 0.6602 0.5787
S -0.1188 -3.3370 -1.6947 0.9220
C 0.6823 -4.1146 -3.0152 -1.4858
S -0.1234 -4.9736 -4.1607 0.5319
S 2.3882 -3.8515 -3.0148 0.9081
H 4.8166 -0.2568 -0.4824 0.0337
H 3.0488 -0.2672 -0.6204 -0.0122
H 4.0681 -0.2344 -2.0922 0.0331

---

(5)
85
Properties=species:S:1:pos:R:3:lowdin_charge:R:1 method="wB97M-V/def2-TZVPD" charge=+1 homo_lumo_gap_ev="6.78 / 6.50" spin_multiplicity=1 homo_energy_ev="-9.93 / -9.85"
W 0.9038 -0.1897 1.0023 1.4134
C 2.4379 -1.9564 -1.2499 -0.2018
N 1.2071 -1.1390 -1.0036 -0.4694
C 0.1072 -1.6987 -0.2289 -0.3887
C 0.4439 -2.5726 0.8749 -0.3737
C -0.0951 -3.6688 1.5291 -0.0386
C 0.7075 -3.8638 2.6685 -0.0756
C 1.6788 -2.8780 2.6917 -0.1807
N 1.5348 -2.0712 1.6053 -0.1518
C 3.5814 -1.0618 -1.6345 -0.2572
C 4.1011 -1.0732 -2.9233 -0.0631
C 5.1229 -0.2049 -3.2808 -0.0684
C 5.6261 0.6950 -2.3536 -0.0758
C 5.1189 0.7110 -1.0608 -0.0655
C 4.1115 -0.1708 -0.7042 -0.0541
H 2.2289 -2.6897 -2.0320 0.1078
H 2.6646 -2.4961 -0.3324 0.1169
H -0.8528 -1.8021 -0.7092 0.0692
H -0.9208 -4.2732 1.1910 0.1036
H 0.6048 -4.6571 3.3921 0.1001
H 2.4725 -2.7204 3.4039 0.0885
H 3.7011 -1.7652 -3.6551 0.1025
H 5.5225 -0.2281 -4.2861 0.1085
H 6.4190 1.3759 -2.6333 0.1072
H 5.5161 1.4024 -0.3291 0.1093
H 3.7403 -0.1776 0.3152 0.0582
O 1.8979 3.4519 2.4267 0.1261
C 1.0635 2.7152 1.9823 -0.5534
O 1.3705 1.7163 1.1420 -0.3258
C -0.3992 2.8312 2.3273 -0.1488
C -0.7194 3.6015 3.4352 0.0018
C -2.0396 3.7295 3.8450 -0.0494
C -3.0447 3.0998 3.1298 -0.0539
C -2.7340 2.3437 2.0040 -0.0722
C -1.4144 2.1940 1.5977 -0.2867
P -0.9513 1.2019 0.1253 1.0083
C -2.4908 0.4201 -0.4381 -0.3737
C -2.9982 -0.6337 0.3243 -0.1161
C -4.1601 -1.2855 -0.0547 -0.0617
C -4.8228 -0.8985 -1.2129 -0.0686
C -4.3136 0.1317 -1.9894 -0.0652
C -3.1521 0.7894 -1.6062 -0.0906
C -0.5586 2.5661 -1.0208 -0.3687
C -1.5154 3.5477 -1.2742 -0.0910
C -1.2211 4.6140 -2.1095 -0.0583
C 0.0397 4.7206 -2.6801 -0.0596
C 1.0096 3.7676 -2.4043 -0.0573
C 0.7121 2.6969 -1.5756 -0.1731
H 0.0834 4.0969 3.9653 0.1280
H -2.2798 4.3260 4.7149 0.1125
H -4.0777 3.2021 3.4358 0.1123
H -3.5306 1.8708 1.4433 0.1065
H -2.4684 -0.9653 1.2110 0.0902
H -4.5440 -2.0986 0.5473 0.1122
H -5.7304 -1.4055 -1.5129 0.1117
H -4.8197 0.4258 -2.8993 0.1140
H -2.7558 1.5804 -2.2280 0.0986
H -2.4941 3.4867 -0.8124 0.1126
H -1.9728 5.3668 -2.3061 0.1116
H 0.2712 5.5565 -3.3268 0.1115
H 2.0024 3.8613 -2.8240 0.1146
H 1.4912 1.9816 -1.3363 0.0655
Br 3.2439 0.2403 3.2978 0.9270
C 1.5170 0.1414 4.0367 -0.6911
C 1.3591 0.2292 5.4071 -0.0693
C 0.0820 0.1011 5.9230 -0.0174
C -0.9812 -0.1094 5.0571 -0.0167
C -0.7321 -0.1547 3.7040 -0.0937
N 0.5013 -0.0220 3.1853 -0.0914
H 2.2204 0.3834 6.0392 0.1149
H -0.0782 0.1600 6.9912 0.1246
H -1.9926 -0.2236 5.4182 0.1210
H -1.5316 -0.2828 2.9902 0.0968
Te 0.4653 -0.3625 -2.8153 1.5309
C -0.3240 -2.1943 -3.4528 -0.5345
C 0.4497 -3.0766 -4.2056 -0.1406
C -0.0886 -4.2833 -4.6267 -0.0673
C -1.3997 -4.6069 -4.3059 -0.0641
C -2.1777 -3.7262 -3.5671 -0.0666
C -1.6449 -2.5180 -3.1430 -0.1403
H 1.4663 -2.8161 -4.4722 0.0872
H 0.5125 -4.9675 -5.2106 0.1115
H -1.8192 -5.5468 -4.6396 0.1112
H -3.2038 -3.9757 -3.3299 0.1091
H -2.2605 -1.8218 -2.5838 0.0738

---

Values of E, in order: -91944.8654 -156066.4707 -101213.7868 -122040.8403 -141115.8685, all in eV.
Values of strongest force on any atom, in order: 2.457 0.661 0.740 0.493 0.247, all in eV Å⁻¹.
Values of relative energy (zero: lowest compared OMol25 entry of this formula, charge and spin), in order: 63.7 16.8 17.0 0.0 175.6, all in kJ/mol.